(1)
{
  "formula": "C2H5NO",
  "method": "the ωB97M-V functional and the def2-TZVPD basis",
  "species": ["C", "C", "H", "H", "H", "H", "H", "N", "O"],
  "xyz": [[-2.926, -0.471, -0.038], [-2.085, 0.361, 0.075], [-3.541, -1.276, -0.116], [-1.297, 1.042, -0.171], [3.445, -0.047, -0.217], [0.740, -0.327, 0.032], [1.490, 0.963, 0.560], [1.524, 0.281, -0.206], [2.650, -0.527, 0.079]],
  "gap_ev": 10.6,
  "lumo_ev": 1.08,
  "e_above_lowest_kcal_mol": 113.1,
  "smiles": "C#C.NO",
  "homo_energy_ev": -9.5213
}

(2)
{
  "formula": "C44H56BCdIN12S4",
  "method": "the ωB97M-V functional and the def2-TZVPD basis",
  "species": ["Cd", "C", "C", "C", "C", "N", "N", "B", "N", "N", "C", "C", "C", "C", "C", "S", "C", "C", "C", "C", "N", "N", "C", "C", "C", "C", "C", "S", "C", "C", "C", "C", "C", "S", "C", "C", "C", "C", "H", "H", "H", "H", "H", "H", "H", "H", "H", "H", "H", "H", "H", "H", "H", "H", "H", "H", "H", "H", "H", "H", "H", "H", "H", "H", "H", "H", "H", "H", "H", "H", "H", "H", "H", "H", "H", "H", "H", "S", "C", "N", "N", "C", "C", "C", "C", "C", "C", "N", "N", "C", "C", "C", "C", "C", "C", "H", "H", "H", "H", "H", "H", "H", "H", "H", "H", "H", "I", "C", "N", "C", "C", "N", "C", "H", "H", "H", "H", "H", "H"],
  "xyz": [[-0.173, -1.443, 1.352], [0.755, -1.274, -3.737], [1.027, -0.152, -2.786], [2.041, 0.747, -3.000], [2.294, 1.750, -2.039], [1.595, 1.833, -0.944], [0.579, 0.980, -0.732], [-0.165, 1.201, 0.514], [-1.632, 1.456, 0.378], [-1.962, 2.137, -0.725], [-3.199, 2.477, -0.918], [-4.208, 2.115, 0.009], [-3.883, 1.420, 1.137], [-4.910, 1.012, 2.144], [-2.511, 1.090, 1.340], [-1.934, 0.256, 2.695], [-3.519, 3.284, -2.164], [-4.177, 4.607, -1.745], [-4.480, 2.478, -3.050], [-2.246, 3.591, -2.957], [0.510, 2.079, 1.529], [0.042, 3.331, 1.512], [0.566, 4.229, 2.288], [1.600, 3.888, 3.196], [2.075, 2.611, 3.236], [3.142, 2.184, 4.188], [1.526, 1.657, 2.320], [2.100, 0.077, 2.213], [0.043, 5.646, 2.089], [0.557, 6.121, 0.719], [-1.490, 5.642, 2.082], [0.540, 6.603, 3.173], [0.240, -0.010, -1.618], [-1.048, -1.049, -1.226], [3.306, 2.869, -2.252], [2.505, 4.054, -2.824], [3.944, 3.287, -0.920], [4.408, 2.469, -3.234], [1.620, -1.461, -4.371], [-0.100, -1.029, -4.372], [0.503, -2.177, -3.184], [2.658, 0.663, -3.885], [-5.240, 2.377, -0.187], [-5.893, 0.936, 1.680], [-4.961, 1.757, 2.942], [-4.639, 0.067, 2.610], [-5.139, 4.450, -1.256], [-4.345, 5.221, -2.632], [-3.527, 5.161, -1.064], [-5.432, 2.292, -2.549], [-4.036, 1.517, -3.314], [-4.682, 3.031, -3.968], [-1.547, 4.173, -2.355], [-2.505, 4.165, -3.849], [-1.746, 2.672, -3.261], [2.001, 4.630, 3.873], [3.476, 3.017, 4.804], [3.987, 1.771, 3.636], [2.769, 1.383, 4.828], [0.156, 5.483, -0.070], [1.648, 6.081, 0.679], [0.245, 7.151, 0.533], [-1.866, 4.922, 1.355], [-1.862, 6.635, 1.821], [-1.878, 5.380, 3.069], [1.627, 6.705, 3.151], [0.232, 6.272, 4.167], [0.112, 7.591, 3.000], [1.774, 4.391, -2.087], [1.965, 3.763, -3.728], [3.171, 4.884, -3.067], [3.177, 3.568, -0.201], [4.608, 4.139, -1.080], [4.527, 2.464, -0.502], [4.030, 2.382, -4.255], [4.868, 1.522, -2.946], [5.182, 3.238, -3.231], [-0.033, -2.600, 3.973], [0.571, -4.189, 3.280], [0.445, -5.153, 4.154], [0.759, -6.417, 3.803], [0.619, -7.053, 2.575], [-0.304, -6.611, 1.623], [-0.471, -7.317, 0.446], [0.273, -8.461, 0.187], [1.187, -8.904, 1.133], [1.358, -8.211, 2.320], [1.109, -4.291, 2.083], [1.349, -3.248, 1.318], [2.083, -3.535, 0.177], [2.561, -4.818, -0.146], [3.288, -5.016, -1.307], [3.566, -3.960, -2.167], [3.115, -2.686, -1.842], [2.385, -2.473, -0.689], [0.974, -6.987, 4.600], [-0.903, -5.735, 1.832], [-1.214, -6.986, -0.272], [0.132, -9.013, -0.734], [1.778, -9.790, 0.941], [2.065, -8.563, 3.062], [2.350, -5.641, 0.523], [3.657, -6.007, -1.543], [4.135, -4.124, -3.073], [3.345, -1.849, -2.493], [2.049, -1.478, -0.416], [-2.299, -3.169, 4.360], [-2.177, -5.403, -2.091], [-2.298, -4.514, -0.957], [-3.416, -3.811, -0.578], [-3.051, -3.087, 0.518], [-1.735, -3.337, 0.814], [-1.316, -4.193, -0.092], [-3.081, -6.000, -2.196], [-1.329, -6.067, -1.936], [-2.018, -4.839, -3.011], [-4.353, -3.897, -1.101], [-3.639, -2.408, 1.113], [-0.317, -4.598, -0.166]],
  "gap_ev": [5.0, 5.6],
  "lumo_ev": [-0.80, -0.39],
  "e_above_lowest_kcal_mol": 54.8,
  "homo_energy_ev": [-5.8492, -6.0165]
}

(3)
{
  "formula": "C4H3BrN2O",
  "method": "the ωB97M-V functional and the def2-TZVPD basis",
  "species": ["C", "C", "C", "C", "N", "N", "O", "Br", "H", "H", "H"],
  "xyz": [[-1.362, -0.072, 0.026], [1.571, -2.367, 0.304], [-0.503, -0.560, 0.963], [1.097, -1.139, -0.234], [-1.840, 0.300, -0.948], [1.631, -3.395, 0.801], [0.793, -1.312, -1.543], [2.273, 0.405, -0.098], [-0.808, -1.496, 1.497], [0.060, 0.105, 1.607], [0.203, -2.017, -1.544]],
  "gap_ev": 9.7,
  "lumo_ev": -0.64,
  "e_above_lowest_kcal_mol": 27.9,
  "homo_energy_ev": -10.3322
}

(4)
{
  "formula": "C5H17BeN8O7Pb",
  "method": "the ωB97M-V functional and the def2-TZVPD basis",
  "species": ["Be", "Pb", "O", "C", "O", "O", "H", "C", "O", "N", "N", "H", "H", "H", "H", "C", "O", "N", "N", "H", "H", "H", "H", "C", "O", "N", "N", "H", "H", "H", "H", "C", "O", "N", "N", "H", "H", "H", "H"],
  "xyz": [[5.529, -7.531, -1.664], [6.334, -0.186, -2.584], [0.644, -3.023, -0.142], [1.681, -2.526, -0.770], [1.738, -1.291, -1.066], [2.636, -3.222, -1.002], [0.865, -3.948, -0.014], [-4.101, 2.400, 0.331], [-5.293, 2.023, 0.270], [-3.719, 3.616, 0.129], [-3.128, 1.652, 0.765], [-2.712, 3.605, 0.056], [-4.303, 4.395, -0.138], [-3.308, 0.669, 0.910], [-2.190, 2.005, 0.889], [2.601, 6.344, 2.360], [3.056, 5.752, 3.332], [2.080, 5.787, 1.343], [2.540, 7.655, 2.333], [2.222, 4.807, 1.142], [1.906, 6.436, 0.589], [2.935, 8.162, 3.112], [2.026, 8.062, 1.564], [0.643, -8.577, 3.133], [1.685, -8.600, 2.403], [-0.298, -9.419, 3.171], [0.376, -7.713, 4.054], [-0.912, -9.238, 3.952], [-0.235, -10.337, 2.755], [1.124, -7.083, 4.304], [-0.519, -7.857, 4.501], [-1.792, 2.524, -5.318], [-2.437, 3.308, -5.986], [-2.155, 1.321, -4.994], [-0.657, 2.694, -4.761], [-1.536, 0.945, -4.290], [-2.929, 0.803, -5.385], [-0.266, 3.584, -5.036], [-0.130, 2.001, -4.248]],
  "gap_ev": 1.1,
  "lumo_ev": -13.87,
  "e_above_lowest_kcal_mol": 178.9,
  "homo_energy_ev": -14.9881,
  "total_charge": 3
}

(5)
{
  "formula": "C5H10O",
  "method": "the ωB97M-V functional and the def2-TZVPD basis",
  "species": ["C", "C", "C", "C", "O", "C", "H", "H", "H", "H", "H", "H", "H", "H", "H", "H"],
  "xyz": [[-1.279, 0.052, -0.802], [-0.719, -0.758, 0.367], [-0.979, -0.090, 1.714], [2.008, 1.001, -0.435], [1.655, 1.792, 0.348], [2.407, 0.112, -1.316], [-1.012, -0.386, -1.772], [-0.903, 1.083, -0.783], [-2.373, 0.105, -0.754], [-1.159, -1.764, 0.358], [-0.556, 0.921, 1.734], [-0.527, -0.655, 2.536], [-2.055, -0.009, 1.912], [1.676, -0.537, -1.781], [3.457, 0.038, -1.564], [0.361, -0.905, 0.239]],
  "gap_ev": 10.3,
  "lumo_ev": 0.95,
  "e_above_lowest_kcal_mol": 26.6,
  "smiles": "C=C=O.CCC",
  "homo_energy_ev": -9.3842
}

(6)
{
  "formula": "C17H32Al2Cl8NO10PS",
  "method": "the ωB97M-V functional and the def2-TZVPD basis",
  "species": ["C", "C", "O", "P", "O", "C", "C", "C", "C", "C", "C", "S", "C", "C", "N", "C", "O", "O", "C", "C", "H", "H", "H", "H", "H", "H", "H", "H", "H", "H", "H", "H", "H", "H", "H", "H", "H", "H", "H", "H", "H", "H", "H", "H", "H", "H", "C", "Cl", "Cl", "Cl", "H", "O", "C", "C", "O", "H", "H", "H", "H", "Al", "C", "Cl", "Cl", "Cl", "H", "O", "Cl", "O", "O", "O", "Al", "Cl"],
  "xyz": [[4.159, -2.128, -0.158], [3.123, -1.550, 0.902], [3.380, -0.185, 1.329], [2.847, 0.969, 0.222], [3.602, 2.265, 0.552], [1.014, 1.396, 0.412], [0.100, 0.189, 0.908], [-0.713, -0.505, -0.299], [-2.311, -0.342, -0.167], [-2.894, 0.924, -0.924], [-2.490, 2.329, -0.280], [-1.697, 3.347, -1.642], [-0.095, -0.467, -1.757], [0.355, -1.931, -2.274], [-0.310, -2.784, -1.259], [-0.581, -2.097, -0.031], [-0.724, -2.708, 1.034], [3.116, 0.576, -1.396], [4.179, 1.366, -1.998], [5.641, 0.988, -1.486], [5.160, -1.614, -0.157], [3.674, -2.011, -1.185], [4.273, -3.249, -0.016], [2.083, -1.735, 0.499], [3.224, -2.194, 1.837], [0.670, 1.873, -0.552], [0.973, 2.191, 1.224], [0.633, -0.562, 1.564], [-0.706, 0.650, 1.577], [-2.792, -1.279, -0.605], [-2.601, -0.319, 0.925], [-2.673, 0.942, -2.036], [-4.029, 0.855, -0.857], [-1.794, 2.239, 0.605], [-3.421, 2.939, 0.084], [-2.582, 3.216, -2.719], [0.662, 0.318, -2.038], [-0.961, -0.249, -2.456], [1.474, -2.047, -2.396], [-0.210, -2.033, -3.256], [0.057, -3.738, -1.188], [4.173, 1.098, -3.108], [3.985, 2.485, -1.969], [5.767, 1.240, -0.380], [6.368, 1.684, -2.024], [5.889, -0.103, -1.626], [-6.056, 0.827, 1.819], [-6.133, -0.206, 0.399], [-5.221, -0.006, 3.146], [-5.220, 2.364, 1.460], [-7.075, 1.053, 2.131], [6.171, 5.609, -5.498], [6.423, 4.352, -5.428], [6.454, 3.914, -3.817], [6.724, 2.658, -3.738], [7.383, 4.003, -5.840], [5.702, 3.663, -5.897], [5.487, 4.247, -3.406], [7.157, 4.612, -3.336], [-6.679, -0.621, 5.099], [-2.780, -4.131, 3.683], [-3.430, -2.778, 4.634], [-1.964, -5.287, 4.735], [-4.071, -4.919, 2.769], [-2.053, -3.734, 2.977], [-8.888, -5.359, 6.503], [-7.591, -4.737, 6.605], [-6.573, -5.688, 6.231], [-7.374, -4.303, 7.964], [-7.531, -3.593, 5.719], [-3.249, 4.727, -0.182], [-6.610, 3.082, -0.168]],
  "gap_ev": 1.4,
  "lumo_ev": -11.82,
  "homo_energy_ev": -13.2409,
  "total_charge": 2
}

(7)
{
  "formula": "C2H3NO2",
  "method": "the ωB97M-V functional and the def2-TZVPD basis",
  "species": ["C", "C", "N", "O", "O", "H", "H", "H"],
  "xyz": [[1.520, -1.141, -0.234], [-1.552, 0.472, 0.200], [1.674, -0.022, 0.003], [-1.523, -0.714, -0.004], [2.020, 1.106, 0.167], [0.923, -1.935, -0.713], [-1.578, 1.017, 1.230], [-1.484, 1.216, -0.649]],
  "gap_ev": 10.7,
  "lumo_ev": 0.57,
  "e_above_lowest_kcal_mol": 100.7,
  "smiles": "C#[N+][O-].C=O",
  "homo_energy_ev": -10.1701
}